1.
The following is a quantum chemistry calculation of a molecular structure, C23H31N3P2Ti, from OMol25.

Structure (XYZ):
```
60
Properties=species:S:1:pos:R:3:nbo_charge:R:1
C -1.01074 3.48102 -2.53831 -0.1809
C -0.78634 2.13562 -2.29231 -0.0573
C 0.51856 1.59032 -2.56951 0.2615
C 1.57796 2.45682 -3.04641 -0.1128
C 1.28636 3.83622 -3.28891 -0.1608
C 0.01916 4.32742 -3.04811 -0.2141
C 2.84966 1.88302 -3.22711 -0.0809
C 3.07006 0.52672 -2.92531 -0.1177
C 1.93136 -0.24769 -2.47441 0.2573
C 2.09766 -1.63418 -2.11831 -0.0572
C 3.35806 -2.20078 -2.22431 -0.1844
C 4.47776 -1.44528 -2.68521 -0.2124
C 4.34466 -0.11479 -3.02791 -0.1695
H -1.99674 3.91072 -2.32851 0.2169
H 2.08376 4.49252 -3.65441 0.2239
H -0.20354 5.38372 -3.23211 0.2286
H 3.67936 2.50222 -3.58781 0.2233
H 3.50236 -3.25118 -1.94691 0.2168
H 5.45496 -1.93398 -2.75711 0.2284
H 5.20806 0.46782 -3.36741 0.2254
N 0.70526 0.28141 -2.33811 -0.4924
Ti 0.43516 0.21431 1.17479 1.3459
C -1.80764 1.23102 -1.66631 -0.7014
H -1.72164 0.21422 -2.08211 0.2620
H -2.83044 1.61672 -1.82281 0.2379
C 0.90216 -2.35938 -1.58191 -0.6793
H -0.00254 -2.04738 -2.12851 0.2627
H 1.02556 -3.45398 -1.65991 0.2363
P -1.56534 1.05942 0.19769 0.8540
P 0.56006 -1.96108 0.23779 0.7621
C 1.87986 -3.00898 1.01709 -0.9372
H 1.73136 -3.01738 2.10979 0.2248
H 1.87156 -4.04558 0.63439 0.2426
H 2.85986 -2.54698 0.81219 0.2521
C -0.92204 -3.06818 0.46799 -0.9177
H -0.71354 -4.10778 0.15749 0.2421
H -1.22104 -3.06168 1.53009 0.2382
H -1.76174 -2.67648 -0.13061 0.2377
C -1.97414 2.78002 0.73819 -0.9389
H -2.91804 3.14162 0.29139 0.2321
H -2.04914 2.78872 1.83749 0.2315
H -1.14214 3.44172 0.44889 0.2650
C -3.14524 0.17572 0.62869 -0.9288
H -3.20894 0.06341 1.72449 0.2273
H -4.03174 0.72882 0.27049 0.2443
H -3.13774 -0.82978 0.17739 0.2402
H 1.23896 0.88202 0.02309 -0.4316
H 0.36876 1.68682 1.91189 -0.4951
C -2.78954 -0.15929 5.56699 -0.4143
N -1.90924 -0.69549 4.53689 -0.3078
C -1.41524 -1.93568 4.47649 -0.0617
C -0.57984 -2.00278 3.38549 -0.0749
N -0.58484 -0.81258 2.72529 -0.6407
C -1.38974 -0.03669 3.48779 0.2283
H -3.73914 -0.73268 5.58709 0.2332
H -2.29134 -0.23998 6.55679 0.2354
H -3.01394 0.91062 5.36989 0.2352
H -1.60624 -2.71888 5.19869 0.2426
H 0.00626 -2.87288 3.17709 0.2319
H -1.57484 1.00892 3.29069 0.2425
```

orbital gap (alpha / beta)	0.264 / 0.264	Eh
2S+1	2
E_HOMO (alpha / beta)	-10.0 / -10.1	eV
net charge	+1

2.
The following is a quantum chemistry calculation of a single C23H31N5OS molecule, from OMol25.

Structure (XYZ):
```
61
Properties=species:S:1:pos:R:3:nbo_charge:R:1
C 6.95680 -2.69944 -0.91964 -0.6376
C 5.54157 -3.26441 -1.01429 -0.0612
O 4.53791 -2.26736 -1.04163 -0.5605
C 4.36692 -1.60031 -2.27818 -0.0712
C 3.60239 -2.42116 -3.32824 -0.4549
C 2.41539 -3.17528 -2.70863 -0.2215
N 1.69399 -2.38439 -1.74031 -0.6208
C 0.84522 -1.39828 -2.11628 0.3125
S 0.31286 -1.28874 -3.68629 -0.3052
N 0.42424 -0.52857 -1.16176 -0.4456
C 0.66773 -0.74560 0.24945 -0.2211
C -0.10902 -1.93858 0.83096 -0.4358
C -1.54352 -2.01257 0.27642 -0.2267
N -2.15544 -0.71835 0.08390 -0.4135
C -2.46993 0.12696 1.10171 0.4527
N -2.63150 1.39149 0.76856 -0.5444
C -3.00705 2.31814 1.66512 0.2881
C -3.16325 3.66063 1.23792 -0.0448
C -2.91253 4.00992 -0.19558 -0.6462
C -3.54412 4.62143 2.15368 0.0257
C -3.71837 6.04606 1.72702 -0.6373
C -3.77276 4.27183 3.49850 -0.2161
C -3.62325 2.98670 3.93392 -0.1643
C -3.23631 1.98310 3.02765 -0.1743
C -3.05414 0.64057 3.39256 -0.0294
C -2.67223 -0.30378 2.46173 -0.2917
C -2.52826 -1.61637 2.94747 0.2878
N -2.42916 -2.64605 3.44936 -0.3250
C -2.01285 -0.15414 -1.24265 -0.2275
C -0.61351 0.43031 -1.47588 -0.2350
H 7.66319 -3.51347 -0.78363 0.2151
H 7.22613 -2.15738 -1.82297 0.2042
H 7.02918 -2.02180 -0.07267 0.2137
H 5.32160 -3.85172 -0.11799 0.1865
H 5.45736 -3.92096 -1.88946 0.1618
H 3.79447 -0.70141 -2.03033 0.1893
H 5.33004 -1.28010 -2.69155 0.1762
H 3.23733 -1.73066 -4.08868 0.2365
H 4.25933 -3.14346 -3.81393 0.2039
H 2.76639 -4.06898 -2.18780 0.1981
H 1.72036 -3.46952 -3.49769 0.2417
H 2.20588 -2.26498 -0.87737 0.4051
H 1.73961 -0.87202 0.43866 0.2044
H 0.35918 0.16786 0.76367 0.2167
H 0.38990 -2.87731 0.59002 0.2204
H -0.12653 -1.83921 1.91714 0.2198
H -2.15776 -2.62953 0.93507 0.2300
H -1.52117 -2.49936 -0.70107 0.2204
H -3.80856 4.43213 -0.64910 0.2178
H -2.11820 4.75136 -0.27659 0.2166
H -2.62376 3.11836 -0.74253 0.2428
H -4.01936 6.66884 2.56532 0.2166
H -2.78812 6.43925 1.31780 0.2227
H -4.47634 6.12124 0.94788 0.2232
H -4.07140 5.04431 4.19249 0.2097
H -3.79799 2.72239 4.96697 0.2125
H -3.21581 0.33946 4.41931 0.2259
H -2.75742 0.63229 -1.36502 0.2362
H -2.19759 -0.94499 -1.97282 0.2180
H -0.47396 1.31060 -0.84489 0.2065
H -0.51381 0.71501 -2.52478 0.2526
```

orbital gap	0.284	Eh
structure (SMILES)	CCOCCCNC(=S)N1CCCN(c2nc3c(C)c(C)ccc3cc2C#N)CC1
ΔE to the lowest compared entry with this formula, charge and spin	82.4	kJ/mol
E_HOMO	-7.9	eV
net charge	0

3.
The following is a quantum chemistry calculation of a molecular structure, C23H32BeN6O2P2, from OMol25.

Structure (XYZ):
```
66
Properties=species:S:1:pos:R:3:nbo_charge:R:1
Be 0.23319 -0.32857 0.11450 1.5568
C 3.84762 -2.09362 -1.01066 -0.2151
C 4.54812 -0.91245 -1.22879 -0.2039
C 3.91518 0.31059 -1.05060 -0.2120
C 2.58727 0.33742 -0.63443 -0.0546
C 1.84574 -0.83752 -0.39370 -0.6792
C 2.50998 -2.05011 -0.60753 -0.2873
C 1.83442 1.58543 -0.36585 0.2674
C 2.38390 2.88507 -0.39488 -0.2464
C 1.62303 3.93824 0.01446 -0.0987
C 0.29705 3.72597 0.46855 -0.0342
C -0.52452 4.76885 0.95681 -0.1616
C -1.78972 4.50584 1.40282 -0.2212
C -2.29006 3.18568 1.36205 -0.1845
C -1.51837 2.15550 0.88652 -0.2801
C -0.20258 2.41070 0.43189 0.1506
N 0.57505 1.37855 -0.00747 -0.6589
H 4.33806 -3.04556 -1.17196 0.2371
H 5.57789 -0.94578 -1.55779 0.2392
H 4.46575 1.22171 -1.24859 0.2263
H 1.98245 -2.99049 -0.47026 0.2167
H 3.40335 3.03553 -0.71702 0.2399
H 2.02790 4.94284 0.01447 0.2400
H -0.13524 5.77920 0.96600 0.2359
H -2.41998 5.30643 1.76459 0.2434
H -3.30762 2.99348 1.68018 0.2346
H -1.91174 1.14795 0.82713 0.2282
C -3.56123 -2.89238 -2.27138 -0.0770
N -2.19318 -3.17782 -2.70210 -0.4453
C -1.93585 -2.46936 -3.95753 -0.0774
N -2.17290 -1.02806 -3.87014 -0.4440
C -3.54172 -0.80223 -3.40859 -0.0772
N -3.84388 -1.46345 -2.13705 -0.4464
C -3.11000 -0.86655 -1.03209 -0.4998
P -1.27785 -1.01916 -1.28805 0.5947
C -1.22020 -2.82926 -1.67815 -0.4980
C -1.19481 -0.36654 -3.01776 -0.4988
H -3.75214 -3.39098 -1.31941 0.2013
H -4.24311 -3.30220 -3.01679 0.2203
H -2.60234 -2.87688 -4.71796 0.2198
H -0.90576 -2.64820 -4.26979 0.2042
H -4.22343 -1.19664 -4.16235 0.2202
H -3.71911 0.27011 -3.31067 0.2024
H -3.38949 -1.35690 -0.09587 0.2297
H -3.37722 0.19048 -0.94795 0.2272
H -1.42140 -3.40298 -0.76985 0.2293
H -0.21493 -3.08709 -2.02036 0.2328
H -0.18938 -0.51931 -3.41705 0.2375
H -1.38401 0.70994 -3.00573 0.2329
N -0.42670 1.45666 4.24301 -0.6866
C -0.16749 -0.02684 4.29582 -0.5980
P 0.84050 -0.30530 2.77864 2.1668
O 1.72003 0.90218 2.72091 -1.1521
O -0.16791 -0.61960 1.70032 -1.2164
C 2.01307 -1.71017 3.00307 -0.6081
N 3.29661 -1.27022 2.36517 -0.7087
H -1.08913 1.69181 3.49041 0.4579
H 0.46571 1.91034 3.97941 0.4778
H -0.78245 1.83111 5.12320 0.4505
H -1.11447 -0.56013 4.29475 0.2653
H 0.38339 -0.23767 5.21023 0.2548
H 1.66838 -2.62666 2.53086 0.2700
H 2.19498 -1.88880 4.06211 0.2564
H 3.25820 -1.44721 1.33864 0.4857
H 4.11146 -1.73797 2.76094 0.4450
H 3.37356 -0.24696 2.48865 0.4732
```

orbital gap	0.264	Eh
ΔE to the lowest compared entry with this formula, charge and spin	0.0	kJ/mol
E_HOMO	-12.9	eV
net charge	+2

4.
The following is a quantum chemistry calculation of a molecular structure, C23H32Br2F5NO20Si2, from OMol25.

Structure (XYZ):
```
85
Properties=species:S:1:pos:R:3:lowdin_charge:R:1
C -1.15026 2.79619 3.13096 -0.1541
C 0.09202 2.83164 2.25012 -0.8394
Br 1.62320 2.01914 3.12133 0.7572
C -0.04399 2.17944 0.88549 -0.8087
Br -1.52401 3.00884 -0.07896 0.7370
Si -0.14613 0.29005 0.88995 0.4839
C -0.99892 -0.30910 -0.66994 -0.2529
O -1.03608 -1.74088 -0.71608 -0.1319
C 0.12607 -2.28985 -1.20106 -0.2969
O 0.20206 -2.11388 -2.60022 -0.0975
C 1.29757 -2.80144 -3.14256 -0.1776
C 2.39156 -1.83432 -3.67658 -0.2048
O 2.24717 -0.51246 -3.18562 -0.0603
O -1.03248 -0.30831 2.17144 -0.3206
Si -0.48178 -1.25225 3.37238 0.5213
O 0.81468 -2.24269 2.83003 -0.1347
C 2.00311 -1.97024 3.27288 -0.4688
N 3.06588 -1.77034 3.64960 0.1574
H -1.70943 3.71065 2.95997 0.0740
H -0.88246 2.77818 4.17942 0.0663
H -1.80515 1.97016 2.88051 0.0626
H 0.35703 3.87286 2.10370 0.0671
H 0.83526 2.42365 0.29716 0.0577
H 1.24411 -0.20467 0.88287 0.0307
H -2.02656 0.04345 -0.64214 0.0814
H -0.55300 0.11880 -1.56616 0.0943
H 1.02231 -1.85117 -0.74334 0.1234
H 0.10664 -3.36035 -0.98613 0.1254
H 1.77386 -3.45056 -2.41676 0.0904
H 0.96434 -3.43660 -3.96011 0.1281
H 2.37195 -1.83463 -4.76410 0.1124
H 3.37080 -2.17311 -3.35674 0.1127
H 1.55374 -0.08726 -3.69739 0.0886
H 0.02277 -0.49969 4.52252 0.0048
H -1.52978 -2.18968 3.78065 -0.0012
C 3.37884 5.37499 6.36369 -0.0339
C 2.12854 4.85659 7.04521 -0.3054
O 1.10132 5.33736 6.18955 0.1372
C 1.62593 5.48228 4.94828 -0.5634
O 0.98418 5.63789 3.96053 0.1425
O 2.96854 5.41440 4.98899 0.0748
F 1.95965 5.37139 8.28235 0.0855
H 3.61536 6.38389 6.70237 0.1476
H 4.24419 4.73086 6.48370 0.1416
H 2.05983 3.76947 7.10416 0.1735
C 3.65393 -6.35710 0.52308 -0.0351
C 3.85762 -5.11911 -0.32553 -0.3039
O 2.90955 -5.31293 -1.36925 0.1121
C 1.90321 -6.08534 -0.87671 -0.5480
O 0.84891 -6.22033 -1.40166 0.1665
O 2.26785 -6.64801 0.28958 0.0847
F 5.09717 -5.05471 -0.85788 0.0858
H 4.26675 -7.18241 0.16049 0.1466
H 3.83612 -6.19785 1.58117 0.1427
H 3.64144 -4.17772 0.18251 0.1742
C -0.20508 8.65212 4.05403 -0.0464
C 0.47662 9.54726 3.04372 -0.3093
O 0.84775 10.66734 3.82952 0.1306
C 0.99974 10.24705 5.11831 -0.5529
O 1.52785 10.86691 5.97456 0.1842
O 0.47495 9.00697 5.26609 0.0684
F -0.35897 9.94693 2.05507 0.0761
H -1.26414 8.89717 4.14348 0.1469
H -0.08626 7.59503 3.84390 0.1085
H 1.37248 9.11933 2.59135 0.1738
C -2.04363 -4.95174 -2.25888 -0.0341
C -3.31370 -5.57969 -1.73107 -0.2992
O -4.24946 -5.28804 -2.75919 0.1373
C -3.56115 -5.14855 -3.92294 -0.5497
O -4.05850 -5.12466 -4.99990 0.1636
O -2.24106 -5.05238 -3.68048 0.0836
F -3.73320 -5.01744 -0.57248 0.0788
H -1.98111 -3.89770 -1.98137 0.1319
H -1.13365 -5.46679 -1.96544 0.1081
H -3.26446 -6.66087 -1.59462 0.1736
C -4.48922 -2.98610 -7.51370 -0.0441
C -4.30389 -3.41312 -8.95331 -0.3120
O -4.41095 -2.18599 -9.65412 0.1271
C -4.04035 -1.18154 -8.80748 -0.5567
O -3.79742 -0.07378 -9.14137 0.1804
O -3.97724 -1.64498 -7.53912 0.0714
F -5.27551 -4.25684 -9.37793 0.0743
H -5.54595 -2.96864 -7.24623 0.1477
H -3.94544 -3.59783 -6.80081 0.1135
H -3.33407 -3.86262 -9.17136 0.1717
```

orbital gap	0.376	Eh
E_HOMO	-10.2	eV
net charge	0